135
Properties=species:S:1:pos:R:3:forces:R:3:mulliken_charge:R:1 method="wB97M-V/def2-TZVPD" homo_ha=-0.368 relative_energy_kcal_mol=59.78 energy_ev=-74175.1647 charge=+1 fmax_ev_per_a=2.1
Cd -21.742868 18.662616 8.457056 1.4587 0.3872 0.6111 0.99
C -19.309952 20.870899 9.067639 -0.4603 0.0425 -0.3267 0.57
O -20.041897 19.702214 9.247519 0.3008 -0.0315 0.4279 -0.32
H -19.068774 21.099050 8.014933 0.2566 -0.5462 0.1823 -0.69
H -19.834464 21.794605 9.369013 -0.1357 -0.0921 0.3557 0.10
H -18.389881 20.808284 9.661471 0.2127 0.3050 -0.2176 -0.39
C -19.147443 21.914383 12.887569 -0.9167 0.4322 -0.4960 -0.56
O -17.883967 22.018639 13.479398 -0.4436 -0.8823 0.4600 -0.38
C -16.983922 21.038215 12.994304 0.8912 1.2864 -0.7603 0.17
C -15.739230 21.040208 13.848519 0.4295 0.2476 0.7543 -0.83
N -15.086508 22.356829 14.034711 -0.9877 -0.5858 -0.3984 -0.35
C -14.208383 22.358870 15.212376 -0.2905 0.9472 -0.5583 -0.79
C -14.939950 22.630526 16.520743 0.0441 -0.3018 0.5397 -0.44
O -15.531075 23.911394 16.446791 0.5211 0.1569 -0.3421 -0.33
C -16.199575 24.294416 17.609372 -0.8258 0.4213 0.4437 -0.78
H -19.585678 20.911442 12.909770 0.3382 -0.1820 0.0991 0.24
H -19.159167 22.258817 11.844326 0.3286 -0.1670 -0.1199 0.16
H -19.873469 22.565064 13.379169 0.3536 0.0934 0.3838 0.35
H -16.715613 21.354648 11.974208 0.1590 -0.0882 -0.0814 0.05
H -17.356257 20.015958 12.879723 -0.5181 0.0649 0.5280 0.06
H -15.045175 20.342365 13.372790 0.1586 -0.0238 0.1760 0.32
H -15.970867 20.695636 14.864184 -0.2940 -0.6489 -0.1874 0.48
H -15.858137 22.984004 14.256804 0.2215 0.2711 -0.2361 0.28
H -13.557996 23.221914 15.050620 0.3080 -0.1592 0.2224 0.32
H -13.602080 21.454843 15.198150 -0.0209 -0.0458 0.3272 0.38
H -14.247033 22.631016 17.372228 0.1569 -0.1807 -0.1025 0.48
H -15.719677 21.891212 16.753822 0.0244 -0.1185 -0.1684 0.35
H -16.379645 25.369607 17.578946 -0.0354 -0.0264 -0.3209 0.26
H -15.682828 24.141622 18.564461 0.4245 -0.4063 -0.2755 0.31
H -17.173730 23.795324 17.674441 -0.0025 -0.0632 0.0826 0.30
C -17.464630 22.936497 6.755811 -0.2162 -0.5827 0.0095 0.04
O -17.895275 22.797734 5.415495 -0.2268 0.9676 -0.2662 -0.43
C -18.769437 21.738908 5.161353 0.3882 -0.0819 -0.6480 0.05
C -19.357250 21.957135 3.773175 -0.1965 -0.1528 0.4510 -0.83
N -20.374063 20.960443 3.487283 0.0661 -0.6831 0.2751 -0.06
C -20.921503 21.051851 2.126571 -0.0454 -0.0515 1.2646 -0.43
C -22.203242 20.247306 2.011780 -0.5892 0.5445 -0.7200 -0.68
O -23.313523 20.802033 2.707488 0.1528 -0.0604 0.8328 -0.39
C -23.782048 22.042693 2.207617 0.6286 -0.0243 -0.5977 -0.76
H -16.618992 22.253416 6.878192 -0.1237 -0.0076 0.5682 0.05
H -18.311442 22.707822 7.412930 0.3999 -0.0876 0.1472 -0.02
H -17.140995 23.943144 7.010264 0.0784 0.1318 -0.5787 0.24
H -19.591915 21.706552 5.891324 0.0462 0.0217 0.2317 0.07
H -18.223404 20.787229 5.149088 -0.1447 -0.1817 0.3370 0.28
H -18.559848 21.826346 3.041930 -0.0231 0.3844 -0.0816 0.33
H -19.765833 22.976180 3.777309 0.2236 0.0961 -0.4148 0.37
H -21.133238 21.029106 4.156303 -0.1694 0.2348 -0.2225 0.10
H -20.179775 20.643819 1.440379 -0.0227 0.2379 -0.1847 0.37
H -21.116343 22.117290 1.954180 0.0053 -0.1090 -0.6959 0.30
H -22.093896 19.231705 2.384410 0.1602 -0.0229 0.0424 0.35
H -22.500979 20.211959 0.958079 0.2681 -0.2477 -0.1210 0.42
H -24.812779 21.950897 1.870656 -0.1090 0.0078 0.2078 0.27
H -23.176822 22.338080 1.344340 -0.1869 0.0830 -0.0618 0.37
H -23.661829 22.836001 2.945056 -0.2154 -0.0469 0.1552 0.26
C -21.776907 24.781431 10.383008 0.2746 0.0604 -0.7979 -0.66
O -23.128877 25.043648 10.135083 -0.8178 -0.1393 0.0911 -0.29
C -23.690305 26.080338 10.920008 1.3022 0.1894 0.4712 -0.55
C -25.120699 26.361842 10.524824 0.8761 0.5574 -1.0092 -0.49
N -25.494144 27.660343 11.028951 -0.6598 -0.4363 0.9291 -0.23
C -26.886488 28.017459 10.830295 -0.1485 -0.2843 1.1518 -0.64
C -27.161742 29.410271 11.365850 -0.8719 -0.0157 -0.7232 -0.58
O -26.704217 30.336463 10.398042 0.7759 0.0717 0.0114 -0.31
C -27.266324 31.607621 10.543011 -0.2287 0.8617 0.5416 -0.76
H -21.528508 24.639458 11.439430 -0.1391 -0.1603 -0.0071 0.30
H -21.125266 25.564958 9.970325 -0.1216 0.1874 0.2401 0.32
H -21.568355 23.900717 9.770928 0.2382 -0.1912 0.4344 0.13
H -23.026632 26.955436 10.835913 -0.3713 0.2731 -0.3709 0.32
H -23.595089 25.845391 11.990159 -0.3463 -0.2831 -0.0166 0.32
H -25.723070 25.520514 10.871452 -0.4287 0.3820 0.1900 0.21
H -25.183917 26.405998 9.425460 0.0723 -0.5713 -0.0429 0.30
H -24.834391 28.387358 10.805205 -0.0668 0.0391 -0.3842 0.26
H -27.483959 27.333209 11.445250 0.0655 -0.0585 0.1047 0.34
H -27.285067 27.854266 9.822748 0.2810 0.4398 -0.3051 0.32
H -26.744239 29.536171 12.370101 0.5232 0.1509 -0.1676 0.33
H -28.236729 29.582070 11.510441 -0.1182 -0.3016 -0.1858 0.45
H -28.312425 31.612543 10.214764 -0.0375 -0.0166 0.2045 0.29
H -26.750629 32.392884 9.986482 0.2790 -0.5687 -0.4412 0.26
H -27.183566 31.973243 11.576449 -0.3073 -0.2575 0.0751 0.31
C -19.583773 17.346401 6.277075 0.7048 -0.7931 -0.5421 -0.68
O -20.512238 17.228669 7.346178 -0.0089 -0.5984 -0.1860 -0.36
C -20.122173 16.280690 8.322137 0.3189 -1.4818 0.6639 -0.61
C -21.167926 16.033483 9.385973 -0.5954 0.3907 1.2585 -0.67
N -21.443359 17.257377 10.195489 -0.7618 -0.8992 -0.6571 0.70
C -22.578543 17.108236 11.116673 0.2616 -0.1582 0.9307 -0.92
C -22.289961 16.195832 12.305062 0.8373 -0.9909 -0.7126 -0.65
O -22.546216 14.844276 11.913329 -0.8853 -0.1666 0.2887 -0.32
C -22.741361 14.034928 13.070266 0.6203 0.3728 0.3667 -0.80
H -19.401163 16.351561 5.859857 -0.4116 -0.0176 -0.1983 0.36
H -18.573661 17.653829 6.560736 -0.2956 0.5386 0.5487 0.20
H -19.984231 17.994407 5.505847 -0.1311 0.1088 0.0712 0.24
H -19.168215 16.567150 8.775253 -0.0650 0.2221 -0.0030 0.35
H -19.992997 15.266497 7.919817 0.2314 0.3527 -0.6668 0.51
H -20.862513 15.234599 10.069578 0.4075 -0.0880 -0.3198 0.45
H -22.133694 15.671778 9.016764 0.1586 0.1395 -0.4675 0.46
H -20.620868 17.449447 10.778038 0.1038 0.5752 -0.2796 -0.04
H -23.464159 16.703194 10.623736 0.0234 0.2082 -0.2119 0.41
H -22.802999 18.081714 11.558006 -0.0592 0.1192 -0.2986 0.33
H -22.849166 16.508616 13.190556 -0.1425 -0.1757 -0.0528 0.53
H -21.214076 16.157760 12.534759 -0.1078 0.8321 0.3051 0.30
H -21.928227 14.244775 13.773596 0.0099 -0.0957 0.1321 0.33
H -22.691232 12.973013 12.851902 -0.1578 0.0604 -0.4536 0.25
H -23.675127 14.280801 13.576819 -0.1780 -0.0458 -0.1023 0.30
C -14.893376 26.235770 6.558641 1.2321 1.2990 0.3629 -0.88
O -14.494626 25.016865 7.122145 -0.4364 -0.6619 -0.2292 -0.21
C -13.552628 25.140808 8.173671 -0.4654 0.3281 -0.0501 -0.73
C -13.089903 23.775481 8.609606 0.0247 0.5432 0.1075 -0.54
N -14.207905 23.059704 9.210170 0.1054 -0.6205 0.1411 -0.08
C -13.818620 21.743344 9.739096 0.2634 0.2477 -0.2711 -0.39
C -13.558792 20.688009 8.642294 0.7430 -0.2655 0.8803 -0.47
O -14.446297 19.588009 8.762322 0.2056 0.0232 -0.5354 -0.46
C -15.707294 19.892858 8.235179 -0.8418 -0.4297 0.9020 -0.39
H -14.123700 26.600968 5.862989 -0.2065 -0.2760 -0.3544 0.32
H -14.879604 27.038584 7.310883 -0.4648 -0.1917 0.1900 0.38
H -15.865001 26.223240 6.074447 -0.0225 -0.4884 0.0286 0.24
H -14.055484 25.608883 9.026384 0.0721 0.1228 0.0837 0.36
H -12.714854 25.779762 7.878192 0.1187 -0.0774 -0.1511 0.46
H -12.324896 23.986172 9.361090 0.0307 -0.3769 0.1038 0.43
H -12.622559 23.256514 7.762664 0.0639 -0.0648 0.0167 0.28
H -14.843884 22.869431 8.440961 -0.2704 0.2295 0.1446 0.09
H -14.530553 21.343716 10.465324 -0.5204 0.1168 -0.3695 -0.16
H -12.940568 21.839212 10.383389 0.2078 0.3231 -0.3321 0.47
H -12.542627 20.313737 8.788690 -0.1618 -0.3971 -0.0298 0.29
H -13.549681 21.083452 7.621324 -0.3879 0.2689 0.0139 0.44
H -15.714787 20.089362 7.159845 0.1878 0.0957 -0.0305 0.37
H -16.206882 20.698107 8.791976 0.2873 0.3836 -0.2729 0.05
H -16.361356 19.044237 8.457677 0.1566 -0.1971 -0.3121 0.16
O -19.474200 18.504756 11.700352 0.4839 0.1279 0.0038 -0.70
H -19.393626 19.159969 10.966592 -0.4496 -0.3035 -0.2402 0.13
H -18.569259 18.242518 11.909171 -0.1250 0.0367 0.0862 0.29
O -21.709562 20.095184 6.762347 -0.4399 0.6689 -0.9543 -0.50
H -20.962331 20.284222 6.177564 0.1470 -0.1810 0.1361 0.12
H -22.367444 20.772129 6.553695 0.0412 -0.1243 -0.0100 0.31
O -23.025724 20.039344 9.448675 -1.6284 1.1919 0.7088 -0.43
H -23.024125 20.148209 10.410407 0.2493 -0.0572 -0.1387 0.27
H -23.709641 20.644981 9.128560 0.0932 -0.1072 0.0325 0.26